# 1
The following is a quantum chemistry calculation of a molecular structure, C25H17CuN6O4, from the Open Molecules 2025 dataset.

The value obtained for the HOMO energy is -6.908 eV. The value obtained for the energy is -87969.3864 eV. The frontier orbital gap comes out at 0.200 Ha.

Geometry (Å):
Cu  0.424  0.201  0.402
O  4.222  -0.396  -2.205
C  4.342  0.892  -2.568
C  5.347  1.243  -3.469
C  5.482  2.551  -3.885
C  4.612  3.536  -3.421
C  3.633  3.200  -2.508
C  3.487  1.886  -2.060
C  2.499  1.538  -1.019
O  2.245  0.313  -0.774
N  1.967  2.565  -0.338
N  1.087  2.126  0.554
C  0.747  2.802  1.589
C  -0.041  2.097  2.588
C  -0.505  2.713  3.754
C  -1.175  1.958  4.696
C  -1.389  0.606  4.457
C  -0.901  0.067  3.278
N  -0.235  0.780  2.378
H  3.447  -0.430  -1.594
H  6.007  0.463  -3.826
H  6.275  2.813  -4.574
H  4.712  4.557  -3.763
H  2.958  3.947  -2.116
H  1.105  3.812  1.777
H  -0.317  3.767  3.907
H  -1.527  2.414  5.612
H  -1.909  -0.014  5.174
H  -1.038  -0.985  3.048
O  -3.090  -5.864  0.273
N  -3.759  -4.946  -0.162
O  -4.915  -5.070  -0.521
C  -3.181  -3.608  -0.195
C  -4.069  -2.580  -0.226
C  -3.641  -1.230  -0.228
C  -4.528  -0.138  -0.287
C  -4.023  1.134  -0.270
C  -2.632  1.310  -0.201
N  -1.787  0.306  -0.149
C  -2.265  -0.949  -0.164
C  -1.315  -2.036  -0.142
N  -0.012  -1.695  -0.127
C  0.905  -2.642  -0.170
C  0.571  -3.993  -0.234
C  -0.751  -4.367  -0.240
C  -1.755  -3.379  -0.179
H  -5.126  -2.810  -0.223
H  -5.593  -0.320  -0.355
H  -4.672  1.998  -0.324
H  -2.193  2.302  -0.192
H  1.933  -2.300  -0.181
H  1.354  -4.736  -0.300
H  -1.017  -5.408  -0.299

***

# 2
The following is a quantum chemistry calculation of a molecular structure, C25H17F12N2O2Re, from the Open Molecules 2025 dataset.

The value obtained for the HOMO energy (spin up / spin down) is -21.115 / -21.115 eV. The value obtained for the energy is -67969.7118 eV. As for the charge: +4. The frontier orbital gap (spin up / spin down) comes out at 0.193 / 0.193 Ha.

Geometry (Å):
Re  0.030  0.075  -1.881
C  4.597  -0.460  3.490
C  3.404  -0.375  2.654
C  2.212  0.228  3.108
C  1.096  0.260  2.324
C  1.088  -0.282  1.000
N  -0.076  -0.271  0.287
C  -1.252  -0.573  0.865
C  -1.201  -1.316  2.110
C  -2.289  -1.501  2.896
C  -3.552  -0.977  2.518
C  -4.714  -1.090  3.375
C  -3.655  -0.395  1.205
C  -2.588  -0.239  0.379
C  -2.872  0.163  -1.063
O  -1.658  0.373  -1.732
C  -3.525  -1.077  -1.818
F  -4.648  -1.442  -1.263
F  -3.685  -0.802  -3.093
F  -2.607  -2.074  -1.702
C  -3.669  1.514  -1.231
F  -2.958  2.446  -0.576
F  -3.700  1.823  -2.517
F  -4.876  1.432  -0.737
C  2.327  -0.834  0.503
C  3.413  -0.902  1.321
C  2.330  -1.470  -0.887
O  1.620  -0.592  -1.722
C  1.480  -2.825  -0.880
F  1.341  -3.278  0.355
F  1.948  -3.746  -1.659
F  0.202  -2.474  -1.321
C  3.748  -1.683  -1.535
F  4.384  -2.658  -0.923
F  3.566  -1.960  -2.814
F  4.424  -0.540  -1.417
H  4.611  0.271  4.297
H  4.621  -1.441  4.001
H  5.525  -0.448  2.915
H  2.187  0.693  4.086
H  0.205  0.764  2.682
H  -0.259  -1.768  2.396
H  -2.195  -2.069  3.814
H  -4.447  -1.043  4.436
H  -5.521  -0.407  3.112
H  -5.160  -2.104  3.305
H  -4.646  -0.111  0.875
H  4.324  -1.387  0.996
C  1.386  4.316  -3.634
C  1.571  4.101  -2.268
C  1.131  2.919  -1.714
N  0.526  1.982  -2.476
C  0.316  2.191  -3.800
C  0.744  3.350  -4.407
H  1.736  5.235  -4.092
H  2.055  4.837  -1.639
H  1.258  2.712  -0.660
H  -0.217  1.436  -4.380
H  0.566  3.491  -5.466

***

# 3
The following is a quantum chemistry calculation of a molecular structure, C25H18AsBrCl2O2Y, from the Open Molecules 2025 dataset.

The value obtained for the HOMO energy is -11.695 eV. The value obtained for the energy is -187279.0144 eV. As for the charge: +1. The frontier orbital gap comes out at 0.280 Ha.

Geometry (Å):
Y  -2.152  0.071  -0.593
Cl  -4.177  0.499  -7.407
C  -3.376  0.611  -5.885
C  -2.030  0.269  -5.787
C  -1.349  0.359  -4.587
Cl  0.317  -0.051  -4.537
C  -1.998  0.792  -3.422
O  -1.342  0.949  -2.283
C  -3.389  1.098  -3.529
C  -4.205  1.446  -2.405
O  -3.919  1.317  -1.193
C  -4.053  1.030  -4.768
H  -1.495  -0.066  -6.666
H  -5.202  1.832  -2.639
H  -5.103  1.285  -4.833
Br  -2.666  -2.400  -1.041
C  -1.053  -0.326  5.543
C  -1.054  -1.472  4.759
C  -0.606  -1.417  3.448
C  -0.148  -0.213  2.918
C  -0.154  0.937  3.701
C  -0.604  0.875  5.014
As  0.338  -0.138  1.044
C  1.375  -1.728  0.672
C  0.717  -2.947  0.526
C  1.440  -4.098  0.254
C  2.819  -4.032  0.108
C  3.471  -2.814  0.230
C  2.753  -1.660  0.511
C  1.577  1.323  0.905
C  2.578  1.518  1.853
C  3.473  2.565  1.699
C  3.373  3.414  0.603
C  2.380  3.218  -0.344
C  1.479  2.172  -0.194
H  -1.399  -0.369  6.567
H  -1.400  -2.412  5.168
H  -0.598  -2.324  2.857
H  0.199  1.880  3.301
H  -0.597  1.769  5.623
H  -0.361  -3.011  0.597
H  0.924  -5.042  0.143
H  3.383  -4.929  -0.111
H  4.544  -2.757  0.104
H  3.278  -0.717  0.597
H  2.660  0.860  2.709
H  4.252  2.717  2.435
H  4.075  4.229  0.489
H  2.305  3.874  -1.200
H  0.719  2.012  -0.952

***

# 4
The following is a quantum chemistry calculation of a molecular structure, C25H18BrCo2O7S, from the Open Molecules 2025 dataset.

The value obtained for the HOMO energy is -2.972 eV. The value obtained for the energy is -196676.5247 eV. As for the charge: -1. The frontier orbital gap comes out at 0.188 Ha.

Geometry (Å):
C  -2.054  -0.848  4.192
S  -0.530  -0.512  3.201
C  0.449  -1.808  4.023
C  -0.941  -0.888  1.577
C  -2.249  -0.336  1.260
C  -3.130  -1.009  0.235
C  -3.234  -2.401  0.054
C  -4.147  -2.901  -0.895
C  -4.924  -2.023  -1.665
Br  -5.968  -2.658  -3.116
C  -4.839  -0.636  -1.453
C  -3.975  -0.144  -0.483
O  -2.665  0.696  1.811
H  -1.807  -0.575  5.223
H  -2.881  -0.239  3.830
H  -2.285  -1.917  4.111
H  0.722  -1.387  5.002
H  -0.193  -2.691  4.136
H  1.345  -2.016  3.436
H  -0.492  -1.681  0.984
H  -2.606  -3.100  0.617
H  -4.280  -3.965  -1.043
H  -5.457  0.050  -2.022
H  -3.925  0.932  -0.273
O  3.748  1.425  1.899
C  2.837  0.925  1.394
Co  1.521  0.195  0.551
C  1.781  -1.494  0.946
O  2.062  -2.570  1.268
C  0.112  1.216  0.779
O  -0.682  2.064  0.803
C  1.880  0.814  -1.231
C  2.256  2.205  -1.431
C  1.338  3.262  -1.281
C  1.791  4.585  -1.292
C  3.138  4.867  -1.536
C  4.028  3.818  -1.787
C  3.595  2.491  -1.745
C  2.533  -0.431  -1.430
C  3.642  -1.159  -1.227
Co  0.871  -0.519  -1.893
C  -0.749  0.243  -1.925
O  -1.833  0.606  -2.116
C  0.736  -2.225  -1.536
O  0.599  -3.362  -1.387
C  1.150  -0.866  -3.601
O  1.273  -1.189  -4.704
H  0.286  3.037  -1.161
H  1.094  5.405  -1.121
H  3.508  5.898  -1.556
H  5.063  4.028  -2.025
H  4.274  1.658  -1.940
H  3.728  -2.074  -1.810
H  4.486  -0.793  -0.645

***

# 5
The following is a quantum chemistry calculation of 4 unconnected molecules or ions with the total composition C25H18BrFN2O9S, from the Open Molecules 2025 dataset.

The value obtained for the HOMO energy is -9.540 eV. The value obtained for the energy is -131210.6471 eV. The frontier orbital gap comes out at 0.277 Ha. Its SMILES is O=C(Br)CN(c1ccccn1)S(=O)(=O)F.O=C1C=CC(=O)C=C1.O=C1C=CC(=O)C=C1.O=C1C=CC(=O)C=C1.

Geometry (Å):
O  2.988  0.486  -3.281
C  2.980  1.161  -2.221
Br  4.544  1.027  -0.970
C  1.734  2.097  -1.820
N  1.804  3.490  -2.364
C  0.433  4.116  -2.312
C  0.040  4.772  -0.969
C  -1.381  5.437  -0.908
C  -2.270  5.324  -2.202
C  -1.645  4.575  -3.406
N  -0.343  4.001  -3.502
S  2.969  4.467  -1.563
O  3.111  4.119  -0.099
O  2.816  5.939  -1.828
F  4.456  4.037  -2.264
H  0.798  1.614  -2.300
H  1.535  2.122  -0.693
H  0.667  4.824  -0.026
H  -1.750  5.974  0.024
H  -3.315  5.781  -2.197
H  -2.317  4.469  -4.338
C  1.650  -2.616  1.082
C  2.584  -3.562  1.179
C  2.990  -4.362  0.005
O  3.841  -5.227  0.093
C  2.321  -4.073  -1.281
C  1.386  -3.127  -1.378
C  0.981  -2.327  -0.203
O  0.127  -1.460  -0.291
H  1.341  -2.021  1.932
H  3.085  -3.785  2.113
H  2.630  -4.668  -2.131
H  0.885  -2.903  -2.312
C  -2.180  2.526  2.210
C  -2.814  2.395  3.376
C  -2.234  2.927  4.627
O  -2.810  2.807  5.692
C  -0.926  3.611  4.536
C  -0.293  3.742  3.369
C  -0.873  3.209  2.118
O  -0.296  3.330  1.051
H  -2.589  2.141  1.284
H  -3.772  1.897  3.460
H  -0.517  3.996  5.461
H  0.666  4.239  3.284
C  -0.805  -7.246  0.197
C  -1.946  -7.787  -0.230
C  -3.148  -6.958  -0.462
O  -4.191  -7.451  -0.849
C  -3.035  -5.507  -0.203
C  -1.893  -4.966  0.224
C  -0.692  -5.795  0.456
O  0.351  -5.301  0.844
H  0.085  -7.838  0.373
H  -2.046  -8.848  -0.425
H  -3.924  -4.915  -0.378
H  -1.794  -3.905  0.419

***

- Which of these has the highest energy?
  C25H17F12N2O2Re